1.
Molecular formula: H14O7
Method: DFT, ωB97M-V with the def2-TZVPD basis set

For the electronic energy, the calculation gives -535.0827 Ha. As for the LUMO energy: 0.010 Ha. As for the SMILES: O.O.O.O.O.O.O. For the molar mass, the calculation gives 126.10 g mol⁻¹. The value obtained for the energy relative to the best compared isomer or geometry (same formula, charge and spin) is 107.9 kJ/mol. The spin multiplicity is 1. The strongest force on any atom is 0.0129 Eh/bohr.

```
21
H14O7 (ωB97M-V with the def2-TZVPD basis set)
O 0.131 0.438 0.579
H 1.002 0.646 0.156
H 0.033 -0.533 0.507
O 0.556 -1.904 -2.599
H 0.465 -2.022 -1.644
H 0.770 -2.781 -2.937
O -2.050 0.213 -1.537
H -1.293 0.312 -0.941
H -1.656 0.080 -2.408
O -0.527 3.184 0.419
H -0.589 2.209 0.443
H -1.386 3.498 0.721
O -1.138 -0.128 3.165
H -1.380 0.525 3.830
H -0.698 0.379 2.463
O 2.521 1.154 -0.605
H 3.042 1.831 -0.155
H 3.143 0.684 -1.174
O -0.031 -2.380 0.406
H 0.028 -2.911 1.211
H -0.945 -2.493 0.101
```



2.
Molecular formula: C5H6O4
Method: DFT, ωB97M-V with the def2-TZVPD basis set

For the electronic energy, the calculation gives -494.8616 Ha. As for the LUMO energy (spin up / spin down): -0.006 / -0.113 Ha. For the molar mass, the calculation gives 130.10 g mol⁻¹. The spin multiplicity is 3. The strongest force on any atom is 0.0754 Eh/bohr. Its expectation value of S² is 2.014.

```
15
C5H6O4 (ωB97M-V with the def2-TZVPD basis set)
C 1.514 1.726 0.333
C -1.201 0.835 -0.793
C 1.249 0.812 -0.771
C -0.281 -0.354 1.152
C -0.295 -0.181 -0.310
O 2.123 1.331 1.301
O -1.470 1.858 -0.195
O 1.924 0.513 -1.670
O -0.202 -1.300 -1.137
H 1.129 2.690 0.118
H -1.476 0.515 -1.877
H 0.627 -0.846 1.480
H -0.994 -0.973 1.521
H -0.625 0.551 1.524
H 0.684 -1.494 -1.199
```



3.
Molecular formula: C10H27F3O8P2
Method: DFT, ωB97M-V with the def2-TZVPD basis set

For the electronic energy, the calculation gives -1981.4074 Ha. As for the LUMO energy: 0.014 Ha. As for the SMILES: O=P(O)(O)C[PH2](O)C(F)(F)F.COCCOC.COCCOC. For the molar mass, the calculation gives 394.26 g mol⁻¹. The spin multiplicity is 1. The strongest force on any atom is 0.0453 Eh/bohr.

```
50
C10H27F3O8P2 (ωB97M-V with the def2-TZVPD basis set)
O 6.968 0.836 -1.865
P 5.895 0.807 -2.824
O 5.954 2.115 -3.729
O 6.114 -0.451 -3.785
C 4.320 0.735 -1.950
P 2.899 1.818 -2.610
O 1.588 2.803 -3.134
C 2.227 0.376 -3.678
F 1.742 -0.566 -2.926
F 1.243 0.756 -4.431
F 3.143 -0.124 -4.502
H 6.872 2.287 -3.978
H 5.408 -0.469 -4.454
H 4.048 -0.313 -1.922
H 4.518 1.018 -0.932
H 3.756 2.851 -3.040
H 2.377 1.931 -1.310
H 1.944 3.384 -3.817
C -0.933 2.563 -0.175
O -0.500 1.218 -0.294
C -1.378 0.290 0.329
C -2.288 -0.379 -0.677
O -3.181 0.546 -1.280
C -2.755 0.977 -2.563
H -0.377 3.156 -0.900
H -2.000 2.666 -0.381
H -0.719 2.940 0.831
H -1.962 0.776 1.116
H -0.757 -0.477 0.799
H -2.898 -1.123 -0.155
H -1.700 -0.899 -1.440
H -2.961 0.202 -3.309
H -1.690 1.221 -2.579
H -3.323 1.870 -2.819
C -3.689 -1.075 3.116
O -2.400 -1.638 2.930
C -1.506 -1.334 3.990
C -1.378 -2.481 4.970
O -2.597 -2.731 5.652
C -3.329 -3.817 5.109
H -4.372 -1.572 2.429
H -4.051 -1.217 4.136
H -3.670 -0.005 2.883
H -1.815 -0.420 4.505
H -0.525 -1.150 3.539
H -0.635 -2.213 5.727
H -1.030 -3.384 4.460
H -2.889 -4.767 5.427
H -3.362 -3.781 4.018
H -4.346 -3.756 5.493
```



4.
Molecular formula: CHCl2FS
Method: DFT, ωB97M-V with the def2-TZVPD basis set

For the electronic energy, the calculation gives -1457.0094 Ha. As for the LUMO energy (spin up / spin down): 0.025 / -0.090 Ha. For the molar mass, the calculation gives 134.99 g mol⁻¹. The value obtained for the energy relative to the best compared isomer or geometry (same formula, charge and spin) is 27.6 kJ/mol. The spin multiplicity is 3. The strongest force on any atom is 0.0407 Eh/bohr. Its expectation value of S² is 2.006.

```
6
CHCl2FS (ωB97M-V with the def2-TZVPD basis set)
C 1.865 1.304 3.426
F 2.485 0.266 2.850
S -1.824 -0.009 0.182
Cl 2.416 2.781 2.961
Cl 0.185 0.978 3.584
H -0.846 -0.017 1.244
```



5.
Molecular formula: C35H46N6O3P2Sn
Method: DFT, ωB97M-V with the def2-TZVPD basis set

For the electronic energy, the calculation gives -2812.3782 Ha. As for the LUMO energy: -0.055 Ha. For the molar mass, the calculation gives 779.45 g mol⁻¹. The value obtained for the energy relative to the best compared isomer or geometry (same formula, charge and spin) is 382.6 kJ/mol. The spin multiplicity is 1. The strongest force on any atom is 0.0754 Eh/bohr.

```
93
C35H46N6O3P2Sn (ωB97M-V with the def2-TZVPD basis set)
Sn -0.225 2.257 -0.474
C -1.610 1.993 -5.435
C -1.772 0.676 -5.286
C -0.777 -0.424 -5.549
C 0.730 -0.128 -5.317
C 1.113 0.702 -4.128
C 0.681 1.912 -3.760
C 0.563 3.043 -4.718
C -0.378 2.710 -5.905
C 1.145 2.409 1.411
H -2.490 2.626 -5.343
H -2.788 0.309 -5.146
H -0.865 -0.757 -6.605
H -1.070 -1.302 -4.944
H 1.225 -1.111 -5.182
H 1.160 0.262 -6.261
H 2.008 0.314 -3.659
H 0.570 2.192 -2.699
H 1.563 3.302 -5.116
H 0.187 3.934 -4.175
H -0.679 3.648 -6.386
H 0.169 2.114 -6.644
H 0.618 3.067 2.111
H 2.166 2.754 1.248
H 1.180 1.400 1.843
P 1.930 -0.220 -0.273
P -1.376 -0.861 0.030
N 3.117 0.809 -1.233
N 3.072 -1.457 0.172
N -2.395 0.228 -0.934
N -2.679 -1.881 0.416
C 0.932 -1.015 -1.614
C -0.405 -1.726 -1.269
C 3.390 2.178 -1.061
C 4.362 2.573 -1.962
C 4.655 1.443 -2.783
C 3.879 0.384 -2.321
C 3.998 -1.276 1.221
C 4.629 -2.484 1.465
C 4.094 -3.447 0.549
C 3.142 -2.795 -0.225
C -3.195 1.196 -0.300
C -3.386 2.269 -1.148
C -2.671 1.997 -2.352
C -2.052 0.763 -2.190
C -3.914 -2.058 -0.228
C -4.712 -2.872 0.556
C -3.937 -3.240 1.715
C -2.702 -2.644 1.597
H 1.564 -1.695 -2.208
H 0.659 -0.173 -2.266
H -1.049 -1.825 -2.162
H -0.222 -2.738 -0.869
H 2.873 2.766 -0.328
H 4.812 3.557 -2.009
H 5.336 1.421 -3.618
H 3.782 -0.626 -2.689
H 4.093 -0.313 1.692
H 5.379 -2.671 2.219
H 4.363 -4.488 0.478
H 2.502 -3.155 -1.015
H -3.626 0.993 0.669
H -4.012 3.137 -0.948
H -2.620 2.614 -3.245
H -1.594 0.142 -2.940
H -4.098 -1.590 -1.180
H -5.722 -3.178 0.341
H -4.262 -3.868 2.530
H -1.817 -2.685 2.214
C -0.478 0.648 7.124
C -0.043 0.521 5.674
C -0.797 -0.597 4.878
C -0.855 -1.920 5.675
C 0.502 -2.414 6.146
C -2.199 -0.053 4.610
O -3.223 -0.430 5.150
N -2.177 1.013 3.695
C -1.402 1.002 2.557
O -1.672 1.830 1.636
N -0.408 0.105 2.485
C -0.140 -0.781 3.485
O 0.602 -1.757 3.257
H -1.558 0.509 7.251
H -0.232 1.652 7.481
H 0.043 -0.061 7.779
H -0.237 1.463 5.140
H 1.035 0.330 5.587
H -1.513 -1.793 6.543
H -1.326 -2.666 5.023
H 0.964 -1.735 6.871
H 0.400 -3.388 6.630
H 1.151 -2.516 5.270
H -2.974 1.646 3.674
```



6.
Molecular formula: C30H30Br2N2O2Ru
Method: DFT, ωB97M-V with the def2-TZVPD basis set

For the electronic energy, the calculation gives -6663.8111 Ha. The charge is +1. As for the LUMO energy (spin up / spin down): -0.114 / -0.206 Ha. For the molar mass, the calculation gives 711.46 g mol⁻¹. The value obtained for the energy relative to the best compared isomer or geometry (same formula, charge and spin) is 29.2 kJ/mol. The spin multiplicity is 6. The strongest force on any atom is 0.0460 Eh/bohr. Its expectation value of S² is 8.850.

```
67
C30H30Br2N2O2Ru (ωB97M-V with the def2-TZVPD basis set)
Ru 0.241 0.123 -0.054
Br -2.559 -3.550 5.773
C -1.543 -2.678 4.445
C -0.155 -2.857 4.424
C 0.583 -2.204 3.465
C -0.026 -1.387 2.498
O 0.716 -0.796 1.599
C -1.460 -1.211 2.518
C -2.168 -0.402 1.600
N -1.649 0.339 0.591
C -2.442 1.066 -0.259
C -3.813 1.308 -0.125
C -4.499 2.055 -1.079
C -3.867 2.586 -2.181
C -2.486 2.371 -2.363
C -1.753 2.868 -3.458
C -0.408 2.597 -3.559
C 0.214 1.830 -2.583
N -0.449 1.339 -1.533
C -1.781 1.606 -1.403
C -2.180 -1.874 3.528
H 0.322 -3.497 5.151
H 1.660 -2.311 3.429
H -3.245 -0.401 1.712
H -4.359 0.928 0.726
H -5.560 2.223 -0.949
H -4.415 3.165 -2.912
H -2.256 3.465 -4.209
H 0.176 2.973 -4.387
H 1.272 1.621 -2.641
H -3.252 -1.742 3.583
C 3.840 -4.201 -5.029
C 3.405 -5.028 -3.804
C 4.615 -5.308 -2.893
C 2.849 -6.366 -4.294
C 2.382 -4.228 -3.027
C 2.761 -2.977 -2.490
C 1.853 -2.243 -1.808
Br 2.437 -0.536 -1.101
C 0.485 -2.647 -1.583
O -0.322 -1.911 -0.967
C 0.112 -3.955 -2.117
C 1.074 -4.663 -2.813
C -1.262 -4.619 -1.959
C -1.046 -5.966 -1.239
C -1.826 -4.895 -3.366
C -2.337 -3.855 -1.176
H 4.569 -4.768 -5.609
H 4.299 -3.254 -4.745
H 2.981 -3.990 -5.668
H 5.340 -5.918 -3.431
H 4.302 -5.852 -2.001
H 5.118 -4.393 -2.578
H 3.631 -6.891 -4.842
H 2.005 -6.229 -4.972
H 2.540 -7.004 -3.463
H 3.767 -2.601 -2.618
H 0.787 -5.625 -3.215
H -0.367 -6.620 -1.787
H -2.004 -6.478 -1.148
H -0.643 -5.810 -0.237
H -1.165 -5.529 -3.957
H -1.988 -3.963 -3.909
H -2.783 -5.408 -3.271
H -2.031 -3.656 -0.151
H -3.238 -4.470 -1.144
H -2.592 -2.910 -1.652
```



7.
Molecular formula: C17H20F3N3O3
Method: DFT, ωB97M-V with the def2-TZVPD basis set

For the electronic energy, the calculation gives -1349.1366 Ha. As for the LUMO energy: -0.126 Ha. For the molar mass, the calculation gives 371.36 g mol⁻¹. The spin multiplicity is 1. The strongest force on any atom is 0.0670 Eh/bohr.

```
46
C17H20F3N3O3 (ωB97M-V with the def2-TZVPD basis set)
O -1.473 2.262 5.223
C -2.039 2.876 4.359
O -2.162 4.266 4.359
C -2.646 2.138 3.125
C -3.585 2.748 2.157
C -4.075 1.948 1.036
N -3.631 0.628 0.866
C -2.722 0.044 1.743
C -2.232 -1.412 1.471
C -0.654 -1.393 1.313
C -0.108 -0.224 0.427
F -0.913 0.101 -0.641
F 0.258 0.892 1.164
F 1.092 -0.675 -0.140
C -2.196 0.738 2.921
H -1.388 4.637 3.881
H -3.887 3.813 2.313
H -4.787 2.429 0.314
H -4.008 0.122 0.062
H -2.458 -2.081 2.351
H -2.667 -1.885 0.551
H -0.217 -1.259 2.343
H -0.255 -2.353 0.884
H -1.474 0.210 3.596
N 0.670 -3.061 -1.784
C 1.034 -4.265 -1.236
C 1.263 -5.143 -2.264
C 1.034 -4.441 -3.477
C 0.673 -3.159 -3.147
H 0.438 -2.233 -1.265
H 1.097 -4.391 -0.165
H 1.563 -6.174 -2.158
H 1.125 -4.831 -4.478
H 0.416 -2.308 -3.764
N 4.500 1.516 -1.225
C 4.616 2.844 -1.538
C 3.353 3.374 -1.601
C 2.440 2.327 -1.310
C 3.178 1.195 -1.080
H 5.267 0.876 -1.119
H 5.583 3.294 -1.689
H 3.110 4.400 -1.830
H 1.364 2.397 -1.274
H 2.880 0.195 -0.828
O 1.299 -0.312 -4.666
H 1.323 -0.675 -3.781
```



8.
Molecular formula: C20H59N5O7
Method: DFT, ωB97M-V with the def2-TZVPD basis set

For the electronic energy, the calculation gives -1597.7390 Ha. As for the LUMO energy: 0.025 Ha. As for the SMILES: COC[C@H](C)N.COC[C@H](C)N.COC[C@H](C)N.COC[C@H](C)N.COC[C@H](C)N.O.O. For the molar mass, the calculation gives 481.72 g mol⁻¹. The value obtained for the energy relative to the best compared isomer or geometry (same formula, charge and spin) is 91.5 kJ/mol. The spin multiplicity is 1. The strongest force on any atom is 0.0515 Eh/bohr.

```
91
C20H59N5O7 (ωB97M-V with the def2-TZVPD basis set)
O 0.159 -0.491 -0.523
H 0.969 -0.968 -0.297
H 0.224 0.365 -0.045
O 2.211 -3.192 -0.590
H 2.159 -2.820 0.304
H 3.085 -3.592 -0.640
C 1.835 2.837 2.706
C 0.391 2.753 2.204
C -0.270 4.134 2.283
O -1.561 4.002 1.717
C -2.472 5.041 1.998
N 0.198 2.125 0.888
H 1.768 3.274 3.709
H 2.468 3.474 2.093
H 2.244 1.853 2.924
H -0.160 2.123 2.910
H 0.341 4.899 1.781
H -0.408 4.527 3.300
H -2.003 6.030 1.951
H -2.806 4.963 3.043
H -3.296 4.906 1.304
H -0.783 2.309 0.690
H 0.757 2.685 0.236
C 3.061 1.757 -1.443
C 2.205 2.786 -2.231
C 1.040 2.111 -2.905
O 0.492 3.081 -3.804
C -0.819 2.673 -4.219
N 1.804 3.893 -1.362
H 2.420 1.359 -0.649
H 3.897 2.228 -0.929
H 3.304 0.998 -2.186
H 2.989 3.090 -2.941
H 0.312 1.681 -2.209
H 1.357 1.234 -3.484
H -0.870 1.584 -4.271
H -0.915 3.111 -5.211
H -1.606 2.989 -3.532
H 2.549 4.594 -1.327
H 1.188 4.468 -1.955
C 3.949 -2.133 3.112
C 3.309 -0.869 2.572
C 4.151 -0.326 1.418
O 5.520 -0.159 1.746
C 6.296 0.571 0.854
N 1.956 -1.096 2.016
H 4.186 -2.873 2.343
H 3.327 -2.665 3.835
H 4.902 -1.800 3.525
H 3.286 -0.089 3.341
H 3.788 0.689 1.201
H 4.141 -1.008 0.560
H 6.285 0.121 -0.145
H 7.328 0.643 1.187
H 5.933 1.601 0.743
H 1.465 -1.400 2.855
H 1.527 -0.229 1.697
C -1.499 -7.387 1.097
C -2.628 -6.655 0.404
C -2.557 -5.134 0.515
O -1.283 -4.561 0.310
C -1.246 -3.154 0.522
N -2.647 -6.974 -1.070
H -1.613 -8.467 1.123
H -1.321 -7.012 2.115
H -0.517 -7.098 0.704
H -3.581 -6.862 0.893
H -2.821 -4.905 1.572
H -3.345 -4.598 -0.025
H -0.981 -2.674 -0.411
H -0.517 -3.015 1.325
H -2.161 -2.728 0.948
H -1.735 -7.372 -1.274
H -3.303 -7.746 -1.183
C -3.456 1.960 -0.365
C -4.457 1.550 -1.421
C -4.082 0.294 -2.154
O -2.782 0.368 -2.714
C -2.353 -0.861 -3.259
N -5.803 1.339 -0.824
H -3.148 1.144 0.298
H -3.734 2.791 0.286
H -2.508 2.274 -0.814
H -4.574 2.408 -2.096
H -4.799 0.031 -2.937
H -4.064 -0.524 -1.423
H -1.756 -1.382 -2.503
H -1.779 -0.671 -4.163
H -3.162 -1.564 -3.489
H -6.443 1.076 -1.573
H -6.156 2.255 -0.560
```



9.
Molecular formula: C4H4O3
Method: DFT, ωB97M-V with the def2-TZVPD basis set

For the electronic energy, the calculation gives -380.3607 Ha. As for the LUMO energy: -0.025 Ha. For the molar mass, the calculation gives 100.07 g mol⁻¹. The value obtained for the energy relative to the best compared isomer or geometry (same formula, charge and spin) is 489.2 kJ/mol. The spin multiplicity is 1. The strongest force on any atom is 0.0096 Eh/bohr.

```
11
C4H4O3 (ωB97M-V with the def2-TZVPD basis set)
O -2.008 0.665 0.706
C -0.837 0.926 0.219
C 0.009 -0.042 -0.304
C -0.133 -1.304 0.822
O -0.498 -1.321 -0.555
C 1.348 0.291 -0.821
O 1.816 1.408 -0.795
H -0.535 1.970 0.256
H 0.933 -1.644 0.854
H -2.033 -0.317 0.843
H 1.886 -0.582 -1.240
```